1.
Molecular formula: C23H31N3O2
Method: DFT, ωB97M-V with the def2-TZVPD basis set

As for the gap between HOMO and LUMO: 8.5962 eV. The HOMO energy is -7.88 eV.

Structure (XYZ):
```
59
Properties=species:S:1:pos:R:3:forces:R:3
C -6.21965 -0.55590 -1.63041 -0.021 -0.224 0.070
C -6.63715 -1.17522 -0.30277 -0.026 0.241 0.016
C -6.37957 -0.25932 0.89437 0.364 -0.190 -0.122
C -4.89786 -0.04670 1.19955 -0.294 -0.113 0.356
O -4.37980 0.91384 0.30307 -0.035 0.158 -0.160
C -3.05970 1.23139 0.36691 0.234 0.133 -0.099
C -2.14999 0.70037 1.27481 -0.332 -0.089 -0.007
C -0.82437 1.09512 1.23446 0.127 0.231 -0.165
C -0.37846 2.01781 0.29482 -0.323 -0.049 0.021
N 0.98054 2.34723 0.28722 0.111 -0.192 0.390
C 1.67397 3.15085 -0.55657 0.355 -0.068 0.202
O 1.20279 3.85866 -1.41790 -0.120 0.177 -0.225
C 3.17619 3.07922 -0.26815 0.073 0.004 -0.096
N 3.56772 1.71334 0.01789 0.235 0.222 0.081
C 3.48823 0.88172 -1.17784 -0.088 -0.192 -0.040
C 4.15979 -0.48189 -0.92016 0.008 0.034 -0.134
N 4.20879 -0.82754 0.48430 -0.133 -0.047 0.066
C 2.89688 -1.04812 1.08158 0.017 -0.064 0.085
C 2.13931 -2.12098 0.34851 -0.084 0.010 0.056
C 2.69359 -3.38883 0.21403 -0.026 0.021 0.012
C 2.01110 -4.38523 -0.45859 0.077 -0.072 0.022
C 0.76230 -4.12785 -1.00112 -0.101 -0.020 -0.063
C 0.20421 -2.86848 -0.87148 -0.112 -0.068 -0.082
C 0.89102 -1.86868 -0.20336 0.097 0.033 0.059
C 5.02185 0.14646 1.19392 0.256 0.044 0.007
C 4.87198 1.58306 0.64260 0.015 -0.079 0.109
C -1.29181 2.55901 -0.60793 0.056 0.054 -0.063
C -2.61124 2.16727 -0.56810 -0.185 -0.257 0.225
H -6.43477 -1.23825 -2.45005 -0.016 -0.009 -0.121
H -5.15737 -0.33167 -1.63482 0.081 0.047 -0.087
H -6.76168 0.37109 -1.80137 -0.024 0.134 -0.068
H -6.10311 -2.11717 -0.15399 -0.056 -0.070 0.039
H -7.70498 -1.40472 -0.33618 0.017 -0.096 0.011
H -6.83207 0.71666 0.71317 -0.071 0.065 0.103
H -6.84572 -0.69402 1.78091 0.003 0.067 0.049
H -4.35260 -0.99589 1.09921 0.009 0.071 0.029
H -4.78206 0.31411 2.23214 0.073 -0.057 -0.117
H -2.45484 -0.02041 2.01685 -0.061 -0.059 0.048
H -0.12882 0.67459 1.94823 0.083 -0.042 0.060
H 1.56188 1.82072 0.93036 -0.003 0.089 -0.243
H 3.37805 3.69952 0.61121 0.010 -0.008 -0.056
H 3.71301 3.51491 -1.12634 -0.141 -0.031 0.077
H 3.97224 1.37494 -2.03790 -0.050 0.006 0.039
H 2.43161 0.74626 -1.42509 0.012 0.008 -0.067
H 3.63043 -1.26670 -1.46238 0.103 0.064 -0.073
H 5.19399 -0.46391 -1.27510 -0.045 -0.014 -0.071
H 2.29105 -0.13099 1.11464 -0.001 -0.112 0.050
H 3.07159 -1.37950 2.11191 -0.061 0.117 -0.035
H 3.66945 -3.57903 0.63475 0.128 -0.032 0.042
H 2.45139 -5.36663 -0.55908 0.036 -0.079 -0.003
H 0.22739 -4.90682 -1.52432 -0.040 -0.059 -0.044
H -0.76745 -2.65860 -1.29446 -0.081 0.014 -0.040
H 0.44574 -0.88756 -0.11207 -0.013 0.117 0.020
H 4.75377 0.11832 2.25104 0.013 -0.011 -0.012
H 6.06960 -0.16247 1.10432 -0.009 0.099 0.110
H 5.68259 1.80541 -0.07180 -0.018 0.038 0.033
H 4.94339 2.30229 1.46141 0.054 0.009 -0.071
H -0.95568 3.27861 -1.33526 0.008 0.036 -0.029
H -3.32669 2.57628 -1.26357 -0.084 0.060 -0.095
```
Forces are in eV/Å.

***

2.
Molecular formula: C34H42NO4Sm
Method: DFT, ωB97M-V with the def2-TZVPD basis set

As for the gap between HOMO and LUMO (alpha / beta): 7.1171 / 7.1846 eV. The HOMO energy (alpha / beta) is -7.30 / -7.30 eV. As for the spin multiplicity: 6.

Structure (XYZ):
```
82
Properties=species:S:1:pos:R:3:forces:R:3
O -2.19915 -1.71295 0.11915 0.399 1.279 0.189
C -3.33753 -0.96053 0.63573 0.322 -0.162 0.038
C -3.87361 -2.20937 1.30143 0.002 -0.448 -0.319
H -3.95627 -0.56918 -0.18579 0.195 0.054 0.206
H -3.04313 -0.15982 1.32962 0.075 -0.019 -0.343
C -2.64635 -2.93850 0.77037 -0.138 0.044 0.193
H -4.78057 -2.52869 0.80269 1.195 0.117 0.494
H -4.01130 -2.18630 2.38107 0.061 -0.002 0.020
C -2.88421 -3.95463 -0.32315 0.184 -0.214 -0.199
H -3.44099 -3.49592 -1.14959 0.007 -0.126 0.221
H -3.41730 -4.84338 0.03290 0.046 0.158 0.023
H -1.91035 -4.27364 -0.71473 -0.155 -0.055 -0.022
C -1.73440 -3.44497 1.85859 0.377 -0.161 0.143
H -1.75221 -2.77490 2.72460 0.096 -0.193 -0.157
H -0.70509 -3.54109 1.50414 -0.171 -0.019 0.128
H -2.07263 -4.43830 2.18445 0.014 0.217 -0.031
Sm 0.45134 0.09703 -0.03386 0.443 -1.496 -1.691
C 1.83789 0.00049 2.11633 -0.625 0.426 0.723
C 1.21754 1.29095 2.08676 -0.272 -0.203 1.137
C -0.18852 1.11535 2.28490 0.747 -0.275 0.180
H 1.72778 2.25149 2.01961 -0.127 -0.504 -0.250
C -0.42853 -0.28211 2.44192 0.415 -0.091 0.393
C 0.81605 -0.97348 2.32764 -0.252 0.714 0.583
H 0.98701 -2.03858 2.49039 -0.164 0.394 -0.230
H 2.90831 -0.20028 2.11762 -0.384 0.177 -0.335
H -0.92347 1.91968 2.36850 0.240 -0.330 -0.063
H -1.36944 -0.72398 2.76442 0.246 0.116 -0.443
C 2.13450 -1.15984 -1.89166 -0.158 -0.863 -0.119
C 2.10633 -1.98335 -0.72946 -0.245 0.198 -0.728
C 0.80429 -2.55965 -0.64109 -0.203 0.229 -0.683
H 2.96055 -2.22611 -0.09750 -0.298 0.183 -0.141
C 0.03094 -2.07154 -1.73853 0.420 -0.338 0.099
C 0.85450 -1.20084 -2.51209 0.299 -0.178 0.621
H 0.58804 -0.71430 -3.45210 0.046 -0.150 0.354
H 3.02416 -0.69605 -2.31279 -0.367 0.161 0.343
H 0.51205 -3.35836 0.03804 0.057 0.443 -0.158
H -0.96734 -2.41043 -2.01147 0.283 0.300 0.226
O -6.30997 -2.56911 0.79143 -3.628 -0.691 0.150
C -6.72052 -3.86237 1.33889 0.563 0.158 0.037
C -8.24857 -3.93230 1.37662 0.035 0.145 -0.387
H -6.30273 -3.96379 2.35652 0.010 0.149 -0.432
H -6.28597 -4.65385 0.70567 -0.117 0.298 0.228
C -8.72572 -2.51657 0.97578 0.036 -0.068 0.447
H -8.59472 -4.20320 2.38101 -0.016 -0.042 -0.363
H -8.60720 -4.67052 0.64467 0.043 0.161 0.378
C -7.48312 -1.78934 0.45587 0.187 -0.195 -0.397
H -9.10689 -1.98715 1.86024 -0.097 -0.175 -0.353
H -9.50436 -2.58246 0.20921 0.072 0.204 0.270
H -7.38592 -0.79271 0.90821 0.105 -0.249 -0.185
H -7.51396 -1.69401 -0.63998 0.026 0.106 0.267
C 3.65183 5.64868 1.33991 0.036 0.169 0.203
C 2.93154 5.07820 0.15025 -0.328 -0.173 -0.114
C 1.53670 5.09722 0.10861 0.049 0.044 0.182
C 0.83586 4.52104 -0.95075 0.140 0.067 -0.264
C 1.53230 3.86583 -1.95985 -0.073 -0.022 0.396
C 2.92160 3.73905 -1.86054 -0.179 0.383 0.299
N 3.57666 2.89263 -2.76001 0.099 -0.218 -1.357
C 4.51374 1.90121 -2.47588 0.313 -0.393 0.340
C 5.46384 1.53087 -3.44307 0.017 0.088 0.200
C 6.52354 0.69725 -3.09501 -0.207 -0.132 -0.094
C 6.62197 0.17379 -1.80203 0.328 -0.257 0.190
C 5.63616 0.45404 -0.86158 -0.139 0.204 -0.315
C 4.56428 1.27624 -1.21379 -0.017 0.239 -0.494
C 3.46552 1.49499 -0.22779 -0.522 0.449 1.172
O 3.75752 1.92379 0.89384 -0.212 -0.533 -0.875
O 2.25138 1.18909 -0.63130 1.105 0.845 0.364
C 3.64398 4.43712 -0.87373 -0.493 -0.371 -0.133
C 5.13402 4.38163 -0.84999 0.461 -0.076 0.052
H 4.17607 4.85682 1.89631 -0.090 0.149 -0.216
H 4.39511 6.40785 1.05977 -0.156 -0.185 0.042
H 2.93487 6.11668 2.02402 0.159 -0.060 -0.116
H 1.00117 5.56851 0.93756 0.087 -0.138 -0.308
H -0.25182 4.56028 -0.97819 0.183 0.085 -0.016
H 1.01710 3.37101 -2.78614 0.083 0.066 0.287
H 3.28705 2.94310 -3.73420 0.087 0.012 0.491
H 5.36558 1.93610 -4.45351 0.206 -0.028 0.296
H 7.28256 0.45484 -3.84448 -0.286 0.051 0.273
H 7.46348 -0.47340 -1.52179 -0.370 0.335 -0.219
H 5.66466 0.05121 0.15530 0.043 0.088 -0.410
H 5.56650 5.33080 -0.51785 -0.106 -0.129 -0.009
H 5.54205 4.15261 -1.84063 -0.079 0.055 0.233
H 5.46393 3.59439 -0.15467 0.032 0.199 -0.143
```
Forces are in eV/Å.

***

no.,molar mass (g mol⁻¹)
1,381.52
2,679.07